The following is a DFT calculation (the ωB97M-V functional and the def2-TZVPD basis) of a molecular structure, C5H6LiO3Tl.

Positions of all 16 atoms, in Å:
O  1.1173  -0.0627  0.4536
C  -0.1501  0.6133  0.9021
C  1.2580  -0.3626  -0.7590
O  -0.1844  0.6597  2.1137
O  -0.8906  0.9281  -0.0099
C  2.5025  -0.1871  -1.4793
Li  -1.2131  0.7167  3.6327
H  0.8851  0.4146  -1.6619
H  2.5536  0.6866  -2.1385
H  3.3923  -0.1065  -0.8466
Tl  -3.2167  1.0223  -0.7754
C  2.2027  -1.8740  -1.5769
C  2.5473  -2.8137  -0.6904
H  2.2755  -3.8566  -0.8572
H  1.8379  -2.1407  -2.5696
H  2.9242  -2.5585  0.3029

Output
Multiplicity: 1
Relative energy (zero: lowest compared OMol25 entry of this formula, charge and spin) in eV: 1.050
HOMO energy in eV: -17.16
E in eV: -16304.13848
Net charge: +2
Gap between HOMO and LUMO in hartree: 0.3283

The following is a DFT calculation (the ωB97M-V functional and the def2-TZVPD basis) of a gas-phase ion, C5H6N (charge +1).

Positions of all 12 atoms, in Å:
C  -0.5230  -1.8326  0.1402
C  -1.7100  -1.4116  0.0416
C  0.5738  -1.0131  0.0244
C  1.8536  -1.1431  -0.1453
C  -0.3374  0.4279  0.1650
N  -1.7735  0.0094  -0.1595
H  2.3176  -0.1564  -0.2492
H  2.4333  -2.0602  -0.2424
H  -0.4625  0.4984  1.2448
H  -0.0624  1.2140  -0.3977
H  -2.1552  0.2265  -1.1366
H  -2.4925  0.6165  0.3277

Output
Multiplicity: 1
SMILES: C=C1C#C[NH2+]C1
Relative energy (zero: lowest compared OMol25 entry of this formula, charge and spin) in eV: 7.015
HOMO energy (alpha / beta) in eV: -14.27 / -14.41
E in eV: -6758.16255
Net charge: +1
Gap between HOMO and LUMO (alpha / beta) in hartree: 0.2906 / 0.3072

The following is a DFT calculation (the ωB97M-V functional and the def2-TZVPD basis) of a gas-phase ion, C5H6N (charge +1).

Positions of all 12 atoms, in Å:
C  -0.3975  1.6308  1.1035
C  -0.8392  -1.3816  -1.1353
C  -1.0600  -0.1540  -0.6566
C  0.0472  0.5244  0.3793
C  1.2934  0.0115  0.6221
N  -0.4204  2.4983  1.8583
H  -1.6017  -1.8880  -1.8128
H  0.0567  -1.9130  -1.2613
H  -1.9562  0.3888  -0.7461
H  1.6642  0.8753  0.0487
H  1.4769  -0.8020  -0.0131
H  1.7366  0.2094  1.6133

Output
Multiplicity: 1
Relative energy (zero: lowest compared OMol25 entry of this formula, charge and spin) in eV: 4.503
HOMO energy in eV: -16.37
E in eV: -6760.67491
Net charge: +1
Gap between HOMO and LUMO in hartree: 0.3220

The following is a DFT calculation (the ωB97M-V functional and the def2-TZVPD basis) of a molecular structure, C5H6N.

Positions of all 12 atoms, in Å:
C  -0.4742  0.7345  0.9411
C  0.6208  -1.4233  0.2033
C  0.1190  1.1247  -0.3810
C  -0.5406  -0.5745  0.1798
C  0.7998  -0.1818  -0.6726
N  -0.4847  0.0489  -1.1633
H  0.1097  0.7294  1.8397
H  -1.3493  1.3317  1.1755
H  1.0881  -1.3588  1.1014
H  0.6769  -2.2330  -0.4322
H  0.4091  1.9820  -0.7752
H  -0.9746  -0.1799  -2.0165

Output
Multiplicity: 1
Relative energy (zero: lowest compared OMol25 entry of this formula, charge and spin) in eV: 6.612
HOMO energy in eV: -14.75
E in eV: -6758.56574
Net charge: +1
Gap between HOMO and LUMO in hartree: 0.3728

The following is a DFT calculation (the ωB97M-V functional and the def2-TZVPD basis) of a gas-phase ion, C5H6N (charge +1).

Positions of all 12 atoms, in Å:
C  1.8474  0.2212  0.4281
C  -2.0574  -0.2305  0.5816
C  0.4264  -0.1574  0.7151
C  2.7747  -0.2130  -0.4762
C  -2.5660  0.1595  -0.5741
N  -0.7147  -0.2781  0.7514
H  2.1132  1.1218  1.0987
H  -2.6568  -0.6482  1.5089
H  3.7223  0.2631  -0.5517
H  2.6965  -0.9586  -1.3039
H  -2.0385  0.3728  -1.4246
H  -3.5469  0.3473  -0.7532

Output
Multiplicity: 1
SMILES: C=CC#[N+]C=C
Relative energy (zero: lowest compared OMol25 entry of this formula, charge and spin) in eV: 3.233
HOMO energy in eV: -15.12
E in eV: -6761.94432
Net charge: +1
Gap between HOMO and LUMO in hartree: 0.3634

The following is a DFT calculation (the ωB97M-V functional and the def2-TZVPD basis) of a molecular structure, C5H6N.

Positions of all 12 atoms, in Å:
C  -1.5271  -0.4459  -0.0875
C  0.0331  1.2255  0.4700
C  0.8015  0.4798  -0.6381
C  -0.6777  0.5580  -0.4960
C  -0.1332  -0.2931  0.9431
N  1.1238  -0.7730  0.1568
H  -2.3398  -0.1199  0.3938
H  -1.7195  -1.3016  -0.7333
H  -0.0884  2.1739  0.9529
H  1.5124  0.9780  -1.2964
H  0.9927  -1.7724  -0.3385
H  2.0223  -0.7095  0.6732

Output
Multiplicity: 1
Relative energy (zero: lowest compared OMol25 entry of this formula, charge and spin) in eV: 6.543
HOMO energy in eV: -14.40
E in eV: -6758.63403
Net charge: +1
Gap between HOMO and LUMO in hartree: 0.3767